No. 1
The following is a quantum chemistry calculation of an isolated molecule of C2H7N3S, from the OMol25 dataset.

Results
**E_LUMO**: 0.9672 eV
**Frontier orbital gap**: 9.23 eV
**SMILES string**: CS/N=C\NN

```
! wB97M-V def2-TZVPD RIJCOSX def2/J DEFGRID3
* xyz 0 1
C -0.36 -2.01 1.76
S -0.05 -0.39 1.11
N -0.33 -0.71 -0.59
C -0.37 0.28 -1.42
N -0.14 1.70 -1.22
N 1.04 2.14 -0.58
H 0.31 -2.79 1.27
H -1.38 -2.31 1.53
H -0.18 -2.11 2.83
H -0.70 0.17 -2.47
H -0.26 2.13 -2.14
H 1.72 1.47 -0.38
H 0.70 2.42 0.29
*
```

These are the natural (NBO) partial charges, in e, on atoms 1 to 8: -0.78 0.35 -0.61 0.24 -0.48 -0.64 0.23 0.22

=====

No. 2
The following is a quantum chemistry calculation of a cluster of 3 separate species, C7H15NS in total, from the OMol25 dataset.

Results
**E_LUMO (alpha / beta)**: 0.9493 / -0.2296 eV
**⟨S²⟩**: 2.0077
**Frontier orbital gap (alpha / beta)**: 7.63 / 8.84 eV

```
! wB97M-V def2-TZVPD RIJCOSX def2/J DEFGRID3
* xyz 0 3
C 1.99 2.37 1.17
C 0.87 -1.10 -0.58
C -1.27 1.73 0.42
C -0.95 2.61 -0.78
C -0.83 1.08 -0.90
C 0.43 -1.29 0.73
C -0.78 -4.18 -1.20
N -1.24 -4.03 -2.32
S 0.77 0.44 -1.30
H 2.92 2.33 0.73
H 1.51 3.29 0.98
H 1.43 -1.77 -1.18
H -0.55 1.67 1.07
H -2.26 1.77 0.75
H -1.93 2.80 -1.17
H -0.15 3.28 -0.96
H -1.59 0.68 -1.61
H 0.45 -2.37 1.17
H 1.07 -0.61 1.28
H -0.63 -0.99 0.78
H 0.09 -4.78 -1.18
H 1.86 2.05 2.21
H -1.31 -3.96 -0.21
H -2.15 -3.56 -2.55
*
```

These are the natural (NBO) partial charges, in e, on atoms 1 to 8: -0.49 -0.36 -0.40 -0.41 -0.42 -0.69 -0.03 -0.61

=====

No. 3
The following is a quantum chemistry calculation of an isolated molecule of C3H8N4O, from the OMol25 dataset.

Results
**E_LUMO**: 0.8085 eV
**Frontier orbital gap**: 9.52 eV
**SMILES string**: C=NN/C(=N\C)NO

```
! wB97M-V def2-TZVPD RIJCOSX def2/J DEFGRID3
* xyz 0 1
C -1.53 -2.37 1.09
N -1.31 -1.44 0.23
N -0.17 -0.72 0.11
C -0.11 0.57 -0.41
N 1.04 1.19 -0.58
C 2.22 0.80 0.09
N -1.36 1.11 -0.72
O -1.28 2.18 -1.65
H -2.51 -2.76 1.07
H -0.77 -2.63 1.86
H 0.51 -0.92 0.85
H 2.29 1.09 1.21
H 3.05 1.26 -0.44
H 2.41 -0.29 -0.08
H -2.16 0.49 -1.06
H -0.31 2.43 -1.58
*
```

These are the natural (NBO) partial charges, in e, on atoms 1 to 8: -0.15 -0.23 -0.45 0.56 -0.59 -0.44 -0.32 -0.57

=====

No. 4
The following is a quantum chemistry calculation of a structure of composition C25H24CrF3N4O5S, from the OMol25 dataset.

Results
**E_LUMO (alpha / beta)**: 0.0904 / -0.0506 eV
**⟨S²⟩**: 3.7734
**Frontier orbital gap (alpha / beta)**: 7.47 / 7.34 eV

```
! wB97M-V def2-TZVPD RIJCOSX def2/J DEFGRID3
* xyz 0 4
Cr 0.12 -0.21 -0.56
O 3.59 1.22 -2.24
C 2.85 0.46 -1.65
O 1.66 0.82 -1.26
C 3.29 -0.90 -1.22
C 3.05 -0.98 0.30
C 3.66 -2.21 0.95
C 2.91 -3.42 0.33
C 1.84 -2.69 -0.39
O 1.66 -1.45 0.35
C 2.39 -2.11 -1.68
C 1.21 -1.71 -2.58
O 1.37 -1.61 -3.77
O 0.10 -1.45 -1.92
H 4.37 -0.94 -1.44
H 3.11 0.02 0.83
H 4.76 -2.21 0.81
H 3.44 -2.12 2.00
H 3.48 -4.03 -0.37
H 2.45 -4.07 1.07
H 0.92 -3.22 -0.59
H 3.03 -2.84 -2.20
F -5.03 -2.45 3.33
C -3.86 -2.73 2.69
F -3.02 -3.14 3.69
F -4.12 -3.76 1.88
C -3.41 -1.49 1.88
C -4.25 -0.41 1.85
C -3.80 0.74 1.19
C -2.64 0.70 0.46
N -1.80 -0.39 0.45
C -2.16 -1.53 1.14
S -0.98 -2.69 1.36
H -5.13 -0.45 2.46
H -4.34 1.70 1.22
H -2.30 1.47 -0.18
N -1.85 1.85 -5.92
C -1.63 1.61 -4.60
C -0.58 2.24 -3.89
C -0.31 1.94 -2.60
N -0.97 1.02 -1.92
C -1.88 0.33 -2.60
C -2.34 0.63 -3.88
H -1.40 2.60 -6.40
H -2.65 1.38 -6.37
H -0.10 3.13 -4.35
H 0.49 2.43 -2.11
H -2.37 -0.50 -2.05
H -3.16 -0.01 -4.35
C 0.95 3.25 4.75
C 0.76 2.52 3.45
C 0.36 1.21 3.55
C 0.21 0.54 2.32
N 0.41 1.09 1.10
C 0.83 2.35 1.10
C 1.04 3.09 2.22
H 1.24 2.58 5.52
H -0.02 3.69 5.04
H 1.69 4.04 4.67
H 0.25 0.72 4.54
H 0.01 -0.50 2.29
H 1.10 2.78 0.14
H 1.50 4.12 2.17
*
```

These are the natural (NBO) partial charges, in e, on atoms 1 to 8: 1.52 -0.61 0.80 -0.81 -0.35 0.10 -0.42 -0.42